{
  "formula": "C5H5ClN4OS",
  "method": "wB97M-V/def2-TZVPD",
  "symbols": ["C", "C", "C", "C", "C", "N", "N", "N", "N", "O", "S", "Cl", "H", "H", "H", "H", "H"],
  "positions_angstrom": [[1.96093, 1.57043, -0.94833], [1.18911, 2.07984, 0.05354], [-0.08886, -0.29024, 0.09394], [1.83885, 0.10786, -1.14930], [-1.39514, -0.93700, 0.35704], [0.85993, 3.26351, 0.48968], [0.58661, -0.47536, -0.97140], [-0.19348, 1.38720, 2.49033], [0.15636, 3.67048, 1.36582], [-0.15559, 4.67715, 1.88823], [0.67381, 0.62228, 1.56466], [2.25301, -0.37891, -2.82286], [2.61196, 2.05357, -1.58185], [2.53276, -0.53435, -0.59036], [-1.74344, -0.84521, 1.38508], [-1.34227, -1.93190, -0.03249], [-2.08294, -0.33196, -0.25684]],
  "forces_ev_per_angstrom": [[-2.6345, -0.2735, 2.9603], [1.9046, -0.9993, -1.5497], [0.8668, -0.1586, 0.0117], [1.1931, -1.4196, -0.4320], [-0.4311, 1.3037, -0.6997], [0.8919, 0.4707, -1.1920], [-2.6870, -0.2709, 1.8878], [-0.9313, 0.9119, 0.4063], [-0.8798, -1.6601, 1.5617], [0.0656, 0.4705, -0.1174], [0.9479, 0.3034, -1.2451], [0.6640, 0.4925, -0.7960], [1.0317, 1.5271, -1.2382], [0.2681, 0.6654, 0.3126], [0.2563, -0.2075, 0.0001], [-0.3195, -0.6658, -0.0284], [-0.2067, -0.4897, 0.1580]],
  "total_charge": 0,
  "de_lowest_kcal_mol": 42.6,
  "orbital_gap_ha": [0.244, 0.252]
}